No. 1
The molecule C3HBrFNS at a distorted geometry, computed with wB97M-V/def2-TZVPD.

```
8
Properties=species:S:1:pos:R:3:nbo_charge:R:1
C -0.12 -0.43 0.09 -0.155
C -1.29 -1.23 0.00 -0.319
C 1.37 -2.13 -0.23 0.722
N 1.08 -0.99 0.05 -0.381
F 2.24 -3.01 0.13 -0.254
S -1.27 -2.86 -0.04 0.044
Br -2.89 -0.23 0.03 0.113
H -0.04 0.67 0.22 0.230
```

Its maximum force is 2.2 eV Å⁻¹. The calculation puts the relative energy (zero: lowest compared OMol25 entry of this formula, charge and spin) at 1.71 kcal/mol. As for the electronic energy: -88208.9515 eV. The LUMO energy (spin up / spin down) comes out at -1.4753 / -1.4623 eV.

No. 2
A cluster of 2 separate species, C6H11NO in total at a distorted geometry, computed with wB97M-V/def2-TZVPD.

```
19
Properties=species:S:1:pos:R:3:nbo_charge:R:1
C 2.18 0.05 -0.51 0.172
C -1.15 -0.77 0.32 -0.306
C -1.10 0.19 -0.94 0.046
C -0.12 0.29 0.16 0.004
C -0.73 -2.28 0.21 -0.602
C 0.06 1.38 1.18 -0.665
N 2.38 1.19 -0.93 -0.640
O -2.10 1.22 -1.12 -0.683
H 2.51 -0.98 -0.49 0.186
H -1.84 -0.45 1.07 0.203
H -0.85 -0.19 -1.87 0.197
H -0.91 -2.60 1.18 0.210
H 0.42 -2.24 0.02 0.204
H -1.23 -3.02 -0.54 0.217
H -0.29 1.15 2.18 0.206
H -0.33 2.24 0.88 0.202
H 1.08 1.54 1.23 0.238
H 3.26 1.49 -1.33 0.363
H -2.12 1.56 -0.28 0.450
```

Its maximum force is 4.5 eV Å⁻¹. The calculation puts the relative energy (zero: lowest compared OMol25 entry of this formula, charge and spin) at 154.62 kcal/mol. As for the electronic energy: -9931.7494 eV. The LUMO energy (spin up / spin down) comes out at 0.6707 / 0.6720 eV.

No. 3
The ion C7H14N3 with charge +1 at a distorted geometry, computed with wB97M-V/def2-TZVPD.

```
24
Properties=species:S:1:pos:R:3:nbo_charge:R:1
C 3.13 0.22 0.69 -0.289
C 2.32 0.77 -0.13 -0.072
N 1.43 0.13 -1.05 -0.231
C 0.17 0.87 -1.48 -0.437
N 1.32 -1.20 -0.57 -0.410
C 0.26 -1.81 -0.10 0.319
N -0.95 -1.54 0.44 -0.600
C -1.76 -0.33 0.51 0.115
C -2.78 -0.15 -0.33 -0.360
C -1.59 0.65 1.61 -0.668
H 3.44 -0.74 0.62 0.225
H 3.69 0.83 1.33 0.234
H 1.91 1.78 0.01 0.212
H 1.97 -0.01 -1.91 0.438
H -0.46 0.91 -0.57 0.243
H 0.50 1.82 -1.91 0.246
H -0.41 0.16 -2.12 0.247
H 0.40 -2.91 0.07 0.223
H -1.50 -2.29 0.73 0.423
H -3.33 0.72 -0.33 0.211
H -3.15 -0.79 -1.11 0.220
H -0.79 0.41 2.28 0.236
H -2.47 0.84 2.14 0.254
H -1.33 1.66 1.18 0.223
```

Its maximum force is 4.7 eV Å⁻¹. The calculation puts the relative energy (zero: lowest compared OMol25 entry of this formula, charge and spin) at 121.24 kcal/mol. The net charge is +1. As for the electronic energy: -11945.6621 eV. The LUMO energy comes out at -2.7024 eV. Its structure (SMILES) is C=C[N@H+](C)/N=C\NC(=C)C.

No. 4
A structure of composition C19H20BCl3CuN11OSi at a distorted geometry, computed with wB97M-V/def2-TZVPD.

```
57
Properties=species:S:1:pos:R:3:nbo_charge:R:1
Cu 0.17 0.21 0.03 0.891
C -1.12 -0.74 -3.30 -0.639
C -1.01 0.68 -2.86 0.163
C -1.33 1.84 -3.56 -0.357
C -1.03 2.87 -2.69 0.012
N -0.57 2.34 -1.55 -0.337
N -0.55 1.01 -1.66 -0.426
B 0.02 3.04 -0.31 0.922
N 1.50 2.60 -0.22 -0.332
C 2.64 3.22 -0.56 -0.014
C 3.69 2.35 -0.35 -0.344
C 3.10 1.17 0.11 0.158
C 3.72 -0.13 0.47 -0.635
N 1.78 1.35 0.18 -0.398
N -0.70 2.57 0.99 -0.335
C -1.26 3.33 1.95 0.003
C -1.70 2.50 2.95 -0.352
C -1.36 1.21 2.53 0.160
C -1.56 -0.10 3.20 -0.638
N -0.77 1.29 1.35 -0.414
N -0.22 4.53 -0.43 -0.374
C 0.49 5.64 -0.12 -0.031
C -0.34 6.73 -0.26 -0.350
C -1.58 6.19 -0.63 0.135
C -2.87 6.89 -0.87 -0.635
N -1.49 4.88 -0.73 -0.294
H -0.84 -0.82 -4.35 0.227
H -2.14 -1.09 -3.19 0.221
H -0.47 -1.36 -2.70 0.212
H -1.72 1.92 -4.55 0.223
H -1.13 3.93 -2.82 0.236
H 2.65 4.21 -0.97 0.217
H 4.73 2.53 -0.50 0.225
H 4.71 0.03 0.89 0.225
H 3.80 -0.77 -0.40 0.225
H 3.09 -0.64 1.20 0.220
H -1.32 4.39 1.88 0.226
H -2.18 2.78 3.87 0.223
H -1.42 0.00 4.27 0.226
H -0.84 -0.82 2.80 0.212
H -2.56 -0.48 3.02 0.221
H 1.51 5.60 0.19 0.215
H -0.08 7.77 -0.13 0.224
H -2.72 7.95 -1.02 0.215
H -3.53 6.75 -0.01 0.223
H -3.38 6.46 -1.73 0.227
O -0.15 -1.97 -0.03 -0.745
N 1.15 -2.37 -0.16 0.055
C 1.55 -3.56 0.15 -0.018
C 0.81 -4.68 0.60 0.196
N 0.25 -5.63 0.93 -0.183
C 2.93 -3.84 0.01 0.235
N 4.03 -4.14 -0.08 -0.200
Cl -2.80 -1.10 -0.18 -0.279
Si -1.65 -2.70 0.11 1.568
Cl -1.79 -4.09 -1.33 -0.309
Cl -1.92 -3.47 1.94 -0.304
```

Its maximum force is 1.3 eV Å⁻¹. The calculation puts the relative energy (zero: lowest compared OMol25 entry of this formula, charge and spin) at 26.83 kcal/mol. As for the electronic energy: -129232.5324 eV. The LUMO energy comes out at -1.8680 eV.

No. 5
A structure of composition C23H23N5O5S2Tc at a distorted geometry, computed with wB97M-V/def2-TZVPD.

```
59
Properties=species:S:1:pos:R:3:nbo_charge:R:1
Tc 0.69 -1.22 -0.27 1.328
O 3.55 -2.59 1.22 -0.887
S 4.03 -1.50 0.45 2.290
O 4.55 -0.34 1.09 -0.857
N 2.68 -0.99 -0.50 -0.742
C 2.92 -1.19 -1.78 0.184
S 1.46 -1.04 -2.66 0.125
C 4.20 -1.74 -2.14 -0.102
C 4.65 -2.12 -3.40 -0.139
C 5.83 -2.84 -3.47 -0.177
C 6.54 -3.18 -2.33 -0.121
C 6.11 -2.77 -1.07 -0.173
C 4.94 -2.05 -0.99 -0.274
H 4.08 -1.87 -4.28 0.244
H 6.21 -3.17 -4.43 0.250
H 7.43 -3.78 -2.41 0.251
H 6.66 -3.03 -0.18 0.259
N -0.07 8.08 4.64 -0.215
C -0.19 7.19 3.93 0.233
C -0.31 6.08 3.06 -0.139
C -0.35 6.27 1.68 -0.136
C -0.39 5.17 0.84 -0.170
C -0.41 3.88 1.37 0.112
C -0.45 3.70 2.75 -0.209
C -0.39 4.79 3.60 -0.134
N -0.33 2.77 0.50 -0.293
C -0.61 2.77 -0.83 -0.039
C -0.26 1.54 -1.31 -0.030
N 0.23 0.78 -0.28 -0.530
C 0.17 1.56 0.80 0.255
H -0.33 7.26 1.27 0.250
H -0.38 5.32 -0.22 0.222
H -0.53 2.71 3.18 0.222
H -0.39 4.66 4.67 0.251
H -1.05 3.61 -1.34 0.253
H -0.34 1.16 -2.31 0.241
H 0.52 1.25 1.77 0.235
O -2.53 0.17 -0.34 -0.672
C -2.40 -1.05 -0.33 0.805
O -1.33 -1.70 -0.15 -0.712
C -3.68 -1.89 -0.60 -0.164
N -4.65 -0.91 -1.16 -0.526
C -5.92 -1.00 -0.40 -0.227
C -5.43 -1.36 0.99 -0.422
C -4.33 -2.39 0.71 -0.410
H -3.46 -2.70 -1.28 0.251
H -4.79 -1.00 -2.17 0.443
H -4.15 0.00 -0.96 0.471
H -6.54 -1.79 -0.81 0.228
H -6.47 -0.06 -0.44 0.245
H -6.21 -1.77 1.62 0.262
H -5.01 -0.49 1.49 0.224
H -4.76 -3.38 0.57 0.238
H -3.60 -2.45 1.52 0.247
C 0.90 -4.31 0.23 -0.257
O 1.01 -2.97 0.14 -0.502
H -0.15 -4.62 0.25 0.208
H 1.41 -4.68 1.13 0.227
H 1.40 -4.78 -0.64 0.206
```

Its maximum force is 3.6 eV Å⁻¹. The net charge is +2. As for the electronic energy: -65765.7965 eV. As for the spin multiplicity: 2. The LUMO energy (spin up / spin down) comes out at -8.0455 / -7.7510 eV.